{"formula": "C38H56BCl5N6O2PtSe2", "method": "ωB97M-V/def2-TZVPD", "elements": ["Pt", "C", "C", "C", "C", "C", "C", "C", "C", "C", "N", "N", "B", "N", "N", "C", "C", "C", "C", "C", "C", "C", "C", "C", "N", "N", "C", "C", "C", "C", "C", "C", "C", "C", "C", "H", "H", "H", "H", "H", "H", "H", "H", "H", "H", "H", "H", "H", "H", "H", "H", "H", "H", "H", "H", "H", "H", "H", "H", "H", "H", "H", "H", "H", "H", "H", "H", "H", "H", "H", "H", "H", "H", "H", "H", "H", "H", "H", "H", "H", "H", "O", "C", "C", "C", "O", "C", "Se", "C", "Se", "H", "H", "H", "H", "H", "H", "H", "H", "H", "H", "Cl", "C", "C", "C", "Cl", "C", "Cl", "C", "Cl", "C", "Cl"], "positions_angstrom": [[-0.88117, 0.74337, -0.07759], [-1.52476, 1.20869, 5.20423], [-1.45985, 1.15563, 3.67884], [-0.89770, 2.46372, 3.12750], [-0.66335, -0.03005, 3.21393], [-0.35925, -1.20112, 3.90102], [0.40388, -1.97354, 3.03351], [0.97566, -3.30924, 3.45551], [1.49296, -4.25718, 2.38051], [2.03909, -3.11551, 4.54452], [0.53845, -1.28184, 1.88258], [-0.12079, -0.08977, 2.00178], [1.22972, -1.56350, 0.48991], [1.94467, -0.24575, 0.14463], [1.24447, 0.90492, -0.04342], [2.11652, 1.91555, -0.03387], [3.40521, 1.40131, 0.13036], [3.25608, 0.03599, 0.25114], [4.30810, -0.99719, 0.52064], [5.64140, -0.60378, -0.10921], [4.44761, -1.19647, 2.03077], [1.76414, 3.36977, -0.11288], [2.07943, 3.93034, -1.49981], [2.49333, 4.15756, 0.97736], [0.23295, -1.29825, -2.02186], [-0.90403, -0.94007, -2.68295], [-0.52939, -0.48185, -3.86540], [0.86780, -0.55306, -4.00451], [1.30105, -1.10753, -2.83107], [0.25339, -3.84460, -3.36263], [2.27192, -4.48268, -1.30168], [0.40153, -4.00401, -4.82407], [-1.51967, -0.04948, -4.91413], [-2.87581, 0.31547, -4.32745], [-0.96399, 1.09901, -5.75498], [-2.09786, 2.07917, 5.52672], [-0.52134, 1.28500, 5.62779], [-2.00367, 0.32200, 5.62003], [-2.48411, 1.02326, 3.30903], [0.09633, 2.65239, 3.53988], [-1.54357, 3.30121, 3.40062], [-0.79828, 2.43348, 2.04136], [-0.62739, -1.46423, 4.91027], [0.12587, -3.80457, 3.93672], [2.49565, -3.97898, 2.05288], [0.84457, -4.28834, 1.50823], [1.54925, -5.26574, 2.79324], [2.92032, -2.61406, 4.14460], [2.35376, -4.08651, 4.93152], [1.65893, -2.52117, 5.37510], [2.03232, -2.42298, 0.61743], [4.32377, 1.96124, 0.16415], [3.97617, -1.93812, 0.07920], [6.05208, 0.28875, 0.36808], [5.53431, -0.39860, -1.17503], [6.36729, -1.40820, 0.01592], [4.79412, -0.27697, 2.50755], [5.16236, -1.99123, 2.25344], [3.48521, -1.45968, 2.46862], [0.69440, 3.46305, 0.06676], [3.14794, 3.84339, -1.70892], [1.80413, 4.98505, -1.56070], [1.53826, 3.38901, -2.27656], [3.56917, 4.18451, 0.79310], [2.33062, 3.71470, 1.96085], [2.13476, 5.18805, 0.99853], [1.49063, -0.28472, -4.83946], [1.48140, -5.46537, -3.01150], [2.21731, -4.07783, -0.30800], [3.12235, -4.84042, -1.85441], [0.18756, -5.64106, -1.65067], [1.25769, -3.45923, -5.23376], [-0.49849, -3.59772, -5.28876], [0.46610, -5.05533, -5.12873], [-1.66344, -0.91183, -5.57684], [-2.78396, 1.19421, -3.68724], [-3.28470, -0.49877, -3.73013], [-3.57922, 0.55048, -5.12841], [-0.78871, 1.97779, -5.12978], [-1.67335, 1.37450, -6.53675], [-0.02263, 0.83457, -6.23737], [-4.58424, 5.78545, 0.96916], [-4.41790, 4.42509, 1.31549], [-3.83476, 3.57791, 0.16627], [-4.62822, 3.86355, -1.11644], [-6.03316, 3.94191, -0.88894], [-3.94423, 2.11557, 0.59450], [-3.19415, 0.83119, -0.67703], [-2.37418, 3.98048, -0.03115], [-1.39165, 2.90653, -1.34832], [-5.37644, 5.84465, 0.42252], [-5.36620, 3.99053, 1.64359], [-3.72793, 4.39756, 2.16210], [-4.39725, 3.12664, -1.88820], [-4.33378, 4.84044, -1.50041], [-6.40823, 3.05691, -0.87697], [-4.99175, 1.82484, 0.70615], [-3.45147, 1.94852, 1.55325], [-1.83583, 3.92801, 0.91309], [-2.32271, 5.00783, -0.39210], [2.91794, -1.54635, -2.51847], [0.04065, -1.95932, -0.70308], [-1.14521, -1.29407, -0.06925], [-2.04576, -2.00613, 0.65749], [-3.19911, -1.24107, 1.72227], [-2.03633, -3.42143, 0.67626], [-3.14163, -4.30154, 1.64487], [-1.09718, -4.10084, -0.15282], [-1.24722, -5.85727, -0.15684], [-0.14523, -3.45725, -0.85993], [0.85968, -4.57739, -2.11684]], "forces_ev_per_a": [[0.037, 0.010, 0.152], [-0.038, -0.011, -0.019], [-0.003, 0.002, 0.033], [0.038, 0.010, 0.008], [0.015, 0.009, 0.079], [0.098, 0.068, 0.025], [0.050, 0.033, 0.029], [-0.024, -0.036, -0.004], [0.018, 0.022, 0.003], [-0.030, -0.009, 0.017], [0.007, -0.056, 0.035], [-0.093, -0.066, -0.110], [-0.014, 0.035, -0.007], [0.024, 0.017, -0.027], [0.005, 0.005, -0.128], [-0.001, 0.010, 0.073], [-0.001, 0.017, -0.014], [-0.001, -0.027, -0.022], [0.001, 0.000, 0.011], [-0.002, 0.009, -0.001], [0.000, -0.025, 0.003], [0.024, 0.000, -0.016], [-0.013, 0.006, -0.005], [0.001, -0.005, -0.011], [-0.049, -0.208, -0.089], [0.053, 0.086, 0.082], [-0.011, -0.025, -0.047], [-0.013, -0.033, -0.055], [0.016, 0.100, 0.071], [-0.935, 0.634, -0.113], [-0.266, -0.499, 0.300], [0.265, -0.018, -0.001], [0.001, -0.024, -0.003], [-0.010, -0.017, 0.019], [0.000, 0.007, 0.020], [0.002, 0.001, 0.002], [0.000, 0.005, 0.004], [0.000, -0.008, -0.005], [0.034, 0.015, -0.041], [-0.001, -0.002, 0.002], [0.007, 0.007, 0.003], [-0.005, 0.000, 0.005], [-0.001, 0.004, 0.002], [-0.024, -0.005, -0.036], [-0.007, 0.012, -0.020], [-0.012, -0.029, 0.003], [0.023, 0.005, 0.010], [0.010, 0.005, -0.005], [-0.004, 0.001, 0.000], [0.005, 0.001, 0.000], [-0.009, 0.060, 0.009], [-0.002, -0.001, 0.001], [0.004, 0.011, -0.021], [-0.003, 0.002, -0.005], [-0.007, -0.013, -0.004], [0.004, 0.003, 0.012], [0.003, 0.000, -0.002], [-0.003, -0.002, 0.002], [-0.001, -0.001, 0.012], [-0.010, -0.007, 0.019], [0.000, 0.002, 0.000], [-0.003, 0.000, 0.000], [0.000, -0.006, 0.001], [0.001, -0.011, 0.008], [-0.012, 0.007, 0.002], [0.010, 0.003, -0.011], [-0.005, 0.008, -0.002], [0.120, -0.067, -0.049], [0.061, 0.170, -0.140], [0.027, 0.002, -0.001], [-0.093, 0.130, 0.155], [0.005, -0.012, -0.041], [-0.023, -0.034, -0.029], [-0.016, 0.004, 0.006], [0.019, 0.006, -0.015], [-0.013, 0.034, 0.045], [0.002, 0.004, 0.014], [-0.002, -0.011, 0.001], [0.000, 0.004, 0.005], [-0.002, 0.001, 0.002], [0.000, -0.001, 0.000], [0.007, -0.003, -0.024], [0.014, -0.001, 0.011], [0.009, -0.002, 0.005], [-0.008, -0.002, -0.008], [0.006, -0.017, 0.034], [-0.019, 0.010, -0.008], [-0.012, 0.006, -0.025], [0.017, -0.007, 0.002], [-0.036, -0.033, -0.065], [-0.008, 0.009, 0.018], [-0.001, 0.001, -0.014], [-0.007, -0.002, 0.005], [0.019, -0.001, 0.000], [-0.009, 0.007, 0.005], [-0.002, 0.002, -0.025], [-0.001, 0.011, 0.001], [0.005, 0.003, -0.015], [-0.004, -0.004, 0.003], [-0.004, 0.002, 0.003], [0.025, 0.062, 0.075], [-0.069, 0.068, 0.115], [-0.026, -0.055, -0.120], [0.038, -0.021, 0.045], [-0.063, 0.010, -0.098], [-0.032, -0.004, 0.005], [0.001, -0.002, 0.020], [0.113, 0.241, 0.047], [0.004, -0.047, -0.067], [-0.190, -0.135, 0.046], [1.009, -0.411, -0.154]], "lowdin_spin": [0.5535, -0.0002, 0.0000, 0.0010, 0.0190, 0.0124, 0.0117, 0.0024, 0.0006, 0.0002, 0.0077, 0.1592, 0.0402, 0.0109, 0.0340, 0.0035, 0.0012, 0.0043, 0.0006, 0.0001, 0.0003, 0.0120, 0.0072, 0.0010, 0.0503, 0.0343, 0.0054, 0.0038, 0.0108, 0.6528, 0.0439, 0.0902, 0.0002, 0.0004, 0.0000, 0.0000, 0.0000, 0.0000, -0.0001, 0.0000, 0.0000, 0.0007, 0.0014, 0.0009, 0.0001, 0.0008, 0.0001, 0.0000, 0.0000, 0.0001, 0.0015, 0.0001, 0.0001, 0.0000, 0.0000, 0.0000, 0.0000, 0.0000, 0.0001, 0.0107, 0.0002, 0.0007, 0.0038, 0.0004, 0.0000, 0.0001, 0.0004, 0.0369, 0.0055, 0.0058, -0.0005, 0.0015, 0.0126, 0.0157, -0.0001, 0.0009, 0.0000, 0.0000, -0.0001, 0.0000, 0.0000, 0.0005, 0.0004, 0.0162, 0.0018, -0.0001, 0.0311, 0.4802, 0.0351, 0.3806, 0.0000, 0.0002, 0.0000, 0.0014, 0.0000, 0.0000, 0.0034, 0.0013, 0.0004, 0.0066, 0.0036, 0.0891, 0.3371, 0.0273, 0.0218, 0.3064, 0.0976, 0.0226, -0.0158, 0.2145, 0.0620], "spin_multiplicity": 5, "homo_ev": [-6.59, -7.13], "max_force_ha_per_bohr": 0.02208, "s2": 6.054, "lumo_energy_ev": [-0.06, -1.67], "molar_mass_g_mol": 1169.98, "e_above_lowest_kj_mol": 0.0}